Density functional theory data (ωB97M-V with the def2-TZVPD basis set) for C5H7N as an isolated structure.

Each line ends with the Mulliken charge.
Atoms and positions in Å:
C  1.759  0.105  -0.025  -1.09
C  0.259  0.070  0.044  0.44
C  -0.738  1.153  -0.089  -0.23
C  -2.079  0.648  -0.256  -0.96
C  -1.837  -0.716  -0.226  -0.17
N  -0.490  -1.059  -0.046  -0.08
H  2.233  -0.643  0.622  0.34
H  2.088  -0.074  -1.057  0.29
H  2.126  1.094  0.272  0.30
H  -0.415  2.195  -0.134  0.43
H  -0.243  0.762  1.055  0.13
H  -2.540  -1.547  -0.292  0.37
H  -0.124  -1.989  0.132  0.23

Cartesian forces, eV/Å:
C 0.01 0.05 0.03
C -0.33 -0.03 -0.25
C 0.26 0.02 -0.11
C 0.46 -0.45 0.12
C -0.03 0.01 0.08
N 0.09 0.18 0.07
H -0.16 0.15 -0.12
H -0.10 0.03 0.20
H -0.09 -0.20 -0.05
H -0.03 -0.31 0.05
H -0.13 0.02 0.07
H 0.18 0.24 0.02
H -0.14 0.29 -0.10

ΔE to the lowest compared entry with this formula, charge and spin   94.5 kcal per mole
E_LUMO   0.0196 Eh
Charge   0
Molecular weight   81.12 u

---

Density functional theory data (ωB97M-V with the def2-TZVPD basis set) for one molecule with the formula C6H12N2 at a distorted geometry.

Each line ends with the Mulliken charge.
Atoms and positions in Å:
C  1.338  1.325  -2.043  -0.82
C  0.841  0.935  -0.905  -0.10
C  0.290  0.911  0.308  0.56
N  0.520  1.908  1.266  -0.55
N  -0.527  -0.140  0.696  -0.03
C  -1.778  0.230  1.327  -1.14
C  -0.600  -1.264  -0.382  -0.58
C  0.651  -2.124  -0.357  -1.12
H  2.199  0.841  -2.494  0.25
H  0.876  2.100  -2.647  0.24
H  0.620  1.547  2.206  0.21
H  1.268  2.537  1.010  0.26
H  -1.592  0.960  2.113  0.38
H  -2.497  0.652  0.612  0.33
H  -2.222  -0.652  1.793  0.37
H  -0.809  -0.887  -1.391  0.37
H  -1.461  -1.853  -0.062  0.41
H  0.502  -3.012  -0.970  0.37
H  1.509  -1.579  -0.741  0.28
H  0.872  -2.434  0.662  0.31

Cartesian forces, eV/Å:
C 0.05 -0.29 -0.42
C -0.02 0.91 1.17
C 0.52 0.05 -1.31
N -0.01 -0.07 0.09
N 0.04 -1.65 -1.35
C -0.24 -0.18 -0.07
C -0.37 1.01 1.84
C -0.07 0.12 0.00
H 0.19 0.06 0.06
H -0.16 -0.01 -0.06
H 0.19 -0.03 -0.04
H -0.09 -0.07 0.04
H -0.08 -0.01 -0.11
H -0.03 0.04 0.07
H 0.01 0.02 -0.05
H 0.02 0.25 0.26
H 0.01 -0.06 -0.10
H 0.00 -0.03 -0.04
H 0.07 0.00 -0.03
H -0.02 -0.06 0.05

ΔE to the lowest compared entry with this formula, charge and spin   51.2 kcal per mole
SMILES   C=C=C(N)N(C)CC
E_LUMO   0.0388 Eh
Charge   0
Molecular weight   112.18 u

---

Density functional theory data (ωB97M-V with the def2-TZVPD basis set) for C37H33FeN9OS4 as an isolated structure at a distorted geometry.

Each line ends with the Mulliken charge.
Atoms and positions in Å:
Fe  0.031  -1.366  -0.503  0.43
S  2.114  -1.989  -0.593  -0.39
C  2.766  -1.427  -2.192  0.11
N  4.002  -1.672  -2.532  -0.86
N  4.801  -2.242  -1.631  0.51
C  6.027  -2.753  -1.918  0.63
C  6.574  -2.687  -3.208  -0.41
C  7.783  -3.295  -3.470  -0.45
C  8.477  -3.962  -2.468  -0.55
C  7.961  -3.988  -1.180  -0.45
C  6.752  -3.391  -0.900  -0.53
N  1.962  -0.790  -2.992  -0.88
N  0.709  -0.583  -2.669  0.59
C  -0.032  0.129  -3.556  -0.36
C  0.502  0.607  -4.771  -0.71
C  -0.285  1.335  -5.635  -0.60
C  -1.612  1.608  -5.326  -0.54
C  -2.149  1.136  -4.135  -0.43
C  -1.377  0.407  -3.260  0.64
H  4.414  -2.389  -0.694  0.18
H  6.022  -2.165  -3.973  0.39
H  8.189  -3.260  -4.471  0.34
H  9.409  -4.459  -2.691  0.35
H  8.504  -4.492  -0.394  0.33
H  6.346  -3.414  0.102  0.33
H  1.532  0.381  -5.004  0.41
H  0.136  1.690  -6.568  0.36
H  -2.225  2.173  -6.013  0.39
H  -3.183  1.342  -3.889  0.35
H  -1.785  0.018  -2.337  -0.10
C  -8.721  4.674  1.321  -1.08
C  -7.630  3.655  1.150  0.75
O  -6.455  3.862  1.271  -0.53
S  -8.264  2.049  0.730  -0.26
C  -6.727  1.159  0.539  0.05
C  -6.249  0.906  -0.736  -0.43
C  -5.024  0.294  -0.888  -0.53
C  -4.257  -0.056  0.230  0.12
C  -4.781  0.174  1.508  -0.54
C  -6.012  0.777  1.663  -0.36
C  -2.953  -0.570  0.044  0.75
C  -1.804  -0.912  -0.183  -0.51
H  -8.499  5.284  2.194  0.30
H  -9.690  4.194  1.424  0.36
H  -8.733  5.328  0.449  0.27
H  -6.833  1.201  -1.596  0.42
H  -4.638  0.093  -1.876  0.51
H  -4.207  -0.114  2.376  0.50
H  -6.413  0.968  2.649  0.41
N  -0.531  -5.606  2.860  -0.47
C  -0.291  -4.267  2.833  -0.22
C  0.007  -3.627  1.615  -0.45
N  0.178  -2.323  1.551  0.41
C  0.172  -1.634  2.697  -0.52
C  -0.025  -2.286  3.899  -0.32
N  -0.282  -3.586  3.978  -0.66
H  -0.896  -5.997  2.004  0.30
H  -0.942  -5.959  3.709  0.26
H  0.082  -4.197  0.700  0.92
H  0.359  -0.575  2.623  0.33
H  0.016  -1.756  4.842  0.38
S  2.933  1.024  1.730  0.02
C  3.010  1.948  3.188  0.25
C  4.210  2.553  3.578  -0.32
C  4.284  3.259  4.760  -0.49
C  3.171  3.382  5.578  -0.36
C  1.972  2.801  5.191  -0.58
C  1.888  2.094  4.010  -0.42
H  5.076  2.457  2.940  0.41
H  5.218  3.721  5.053  0.35
H  3.232  3.933  6.506  0.37
H  1.092  2.900  5.813  0.37
H  0.953  1.648  3.702  0.39
C  -0.982  3.991  -0.388  -1.23
C  -0.060  3.109  -1.235  -0.03
C  0.174  1.846  -0.592  0.11
N  0.312  0.829  -0.079  0.06
H  -1.140  4.947  -0.882  0.36
H  -0.541  4.171  0.589  0.32
H  -1.945  3.506  -0.250  0.32
H  0.901  3.602  -1.402  0.32
H  -0.516  2.898  -2.208  0.01
S  -1.129  -3.372  -1.835  -0.38
C  -1.957  -4.143  -0.654  0.65
N  -2.477  -4.760  0.180  -0.74

Cartesian forces, eV/Å:
Fe 0.57 -0.60 -0.87
S 0.70 -0.09 -0.10
C -0.56 -0.73 1.77
N 0.34 0.40 -1.21
N -0.56 -0.12 1.47
C 0.29 -0.14 -0.32
C -0.25 0.13 0.10
C 0.12 -0.10 0.13
C 0.23 -0.07 -0.11
C 0.05 -0.03 -0.12
C -0.12 0.12 -0.04
N -0.17 0.98 -1.81
N -0.11 -1.25 2.30
C -0.15 0.43 -0.68
C 0.13 -0.07 0.12
C -0.15 0.05 -0.05
C -0.17 0.20 -0.19
C -0.06 0.14 -0.13
C 0.23 -0.20 0.22
H 0.28 -0.06 -0.35
H -0.06 -0.02 -0.07
H 0.02 0.02 -0.07
H 0.10 0.00 -0.01
H 0.02 -0.03 0.08
H -0.06 -0.03 0.10
H -0.01 0.00 0.01
H 0.01 0.02 -0.02
H -0.06 0.06 -0.06
H -0.07 0.00 0.00
H -0.06 0.01 0.00
C 0.09 0.21 0.06
C 0.15 -0.36 -0.11
O 0.02 0.45 0.10
S 0.12 -0.42 -0.06
C -0.65 0.32 0.08
C -0.06 0.02 0.09
C 0.10 -0.07 0.03
C -0.41 0.21 -0.01
C 0.04 -0.05 -0.04
C 0.02 -0.05 -0.07
C 1.17 -0.38 -0.09
C -1.29 0.40 0.23
H -0.03 0.01 0.04
H -0.11 0.03 0.02
H 0.00 -0.03 -0.04
H -0.01 0.02 -0.06
H 0.10 -0.03 -0.07
H 0.09 -0.03 0.02
H 0.00 0.02 0.03
N -0.02 -0.33 -0.05
C 0.26 0.49 0.35
C -0.02 -0.02 -0.22
N -0.33 0.04 -0.41
C 0.01 0.18 0.25
C 0.08 0.26 -0.28
N -0.11 -0.51 -0.19
H -0.14 0.03 0.00
H 0.02 0.10 -0.08
H -0.02 0.06 -0.08
H -0.05 0.13 0.04
H -0.01 0.15 -0.02
S -0.01 0.03 0.21
C 0.11 -0.26 -0.50
C 0.20 0.13 0.07
C 0.25 0.13 0.12
C -0.03 0.01 -0.02
C -0.27 0.02 0.11
C -0.20 -0.04 0.10
H 0.02 -0.04 -0.06
H 0.03 -0.01 0.00
H 0.01 0.02 0.04
H 0.00 0.01 0.04
H -0.04 -0.06 -0.02
C 0.01 -0.03 -0.03
C -0.13 0.70 -0.32
C 0.14 -0.93 0.42
N 0.00 0.18 -0.15
H -0.01 0.03 -0.03
H -0.01 0.05 0.09
H -0.08 -0.01 0.03
H -0.05 -0.09 -0.06
H 0.13 -0.03 0.03
S 1.03 0.99 -0.49
C -0.41 -0.53 0.53
N -0.20 -0.16 0.32

Multiplicity   6
Expectation value of S²   8.920
E_LUMO (spin up / spin down)   0.0434 / -0.0102 Eh
Charge   -1
Molecular weight   803.85 u

---

Density functional theory data (ωB97M-V with the def2-TZVPD basis set) for a 7-piece molecular cluster, C40H46N6O2S overall at a distorted geometry.

Each line ends with the Mulliken charge.
Atoms and positions in Å:
C  1.571  -5.335  -2.738  -1.53
C  2.512  -5.025  -1.536  0.78
C  1.976  -3.699  -0.898  -1.11
C  2.564  -6.219  -0.503  -1.55
C  2.758  -5.654  0.906  0.05
C  3.921  -5.176  1.397  0.80
S  5.417  -5.121  0.414  -0.19
C  3.859  -4.654  2.845  0.25
O  4.741  -4.873  3.644  -0.57
C  2.587  -3.893  3.212  0.57
C  2.540  -2.652  4.064  0.16
C  2.070  -1.473  3.431  -0.34
C  1.934  -0.247  4.098  -0.61
C  2.295  -0.182  5.465  -0.45
C  2.772  -1.343  6.094  -0.53
C  2.899  -2.579  5.425  -0.25
C  1.432  -4.381  2.722  -0.46
C  1.509  -5.613  1.814  -0.05
O  0.649  -6.463  1.784  -0.56
H  1.654  -4.473  -3.429  0.41
H  0.524  -5.372  -2.385  0.34
H  1.827  -6.275  -3.257  0.37
H  3.553  -4.859  -1.870  0.27
H  1.763  -3.015  -1.745  0.51
H  2.726  -3.197  -0.261  0.10
H  1.015  -3.855  -0.370  0.20
H  1.583  -6.729  -0.545  0.36
H  3.344  -6.958  -0.749  0.38
H  5.821  -6.389  0.133  0.17
H  1.762  -1.523  2.377  0.36
H  1.556  0.624  3.548  0.42
H  2.174  0.779  5.977  0.37
H  3.017  -1.260  7.162  0.33
H  3.272  -3.472  5.941  0.43
H  0.475  -3.906  2.971  0.57
C  1.229  1.461  -2.928  -0.56
C  0.545  1.026  -4.094  -0.42
C  -0.352  0.066  -3.707  -0.65
N  -0.234  -0.102  -2.353  0.12
C  0.726  0.752  -1.869  -0.86
H  2.001  2.210  -2.873  0.51
H  0.696  1.379  -5.101  0.39
H  -1.062  -0.513  -4.275  0.54
H  -0.768  -0.749  -1.801  0.23
H  0.967  0.777  -0.818  0.67
C  -2.788  2.839  2.064  0.08
C  -2.409  1.599  2.646  -0.54
C  -1.899  0.819  1.643  -0.59
N  -1.959  1.536  0.478  0.13
C  -2.494  2.768  0.727  -1.11
H  -3.225  3.686  2.568  0.41
H  -2.500  1.314  3.683  0.44
H  -1.501  -0.183  1.657  0.51
H  -1.655  1.208  -0.422  0.21
H  -2.620  3.485  -0.067  0.45
C  -4.702  0.870  -6.030  -0.42
C  -4.688  -0.490  -6.440  -0.38
C  -3.399  -0.800  -6.783  -0.53
N  -2.634  0.322  -6.602  0.02
C  -3.420  1.342  -6.138  -0.51
H  -5.555  1.436  -5.694  0.40
H  -5.529  -1.164  -6.477  0.40
H  -2.961  -1.717  -7.141  0.38
H  -1.648  0.385  -6.780  0.21
H  -3.000  2.311  -5.927  0.43
C  6.141  1.360  -1.328  -0.65
C  6.408  0.049  -0.850  -0.48
C  5.260  -0.681  -1.009  -0.53
N  4.311  0.134  -1.558  0.20
C  4.840  1.379  -1.761  -0.19
H  6.825  2.192  -1.353  0.39
H  7.335  -0.314  -0.438  0.40
H  5.035  -1.710  -0.778  0.44
H  3.368  -0.140  -1.779  0.18
H  4.249  2.168  -2.193  0.25
C  -6.334  3.463  5.669  -0.54
C  -5.743  4.074  6.807  -0.39
C  -4.399  4.176  6.565  -0.55
N  -4.154  3.646  5.326  0.13
C  -5.329  3.214  4.772  -0.33
H  -7.377  3.233  5.525  0.39
H  -6.248  4.401  7.701  0.40
H  -3.599  4.576  7.164  0.38
H  -3.250  3.585  4.891  0.17
H  -5.346  2.768  3.791  0.36
C  -2.265  7.328  -2.094  -0.43
C  -2.952  6.892  -3.258  -0.42
C  -3.852  5.936  -2.867  -0.54
N  -3.733  5.775  -1.512  0.00
C  -2.771  6.624  -1.034  -0.43
H  -1.489  8.074  -2.041  0.41
H  -2.802  7.240  -4.267  0.40
H  -4.564  5.358  -3.432  0.42
H  -4.269  5.134  -0.956  0.24
H  -2.530  6.651  0.016  0.37

Cartesian forces, eV/Å:
C 0.55 0.31 0.35
C -0.32 -0.02 0.27
C 0.34 -0.07 -0.82
C -0.60 0.60 0.26
C -0.01 -0.48 -0.07
C -0.98 -0.69 0.13
S 0.33 0.56 0.32
C 0.77 0.04 0.03
O -0.50 0.38 -0.47
C -0.77 -0.15 -0.03
C 0.26 0.72 0.04
C -0.22 -0.06 -0.05
C 0.37 -0.68 0.55
C -0.22 -0.35 -1.09
C -0.14 0.16 0.27
C -0.04 0.45 -0.43
C 0.79 -0.45 -0.40
C 0.08 0.86 0.16
O 0.41 0.44 -0.20
H -0.10 -0.62 0.06
H 0.42 -0.14 -0.15
H -0.13 0.42 0.19
H -0.59 0.07 -0.05
H 0.07 -0.18 0.48
H -0.48 -0.31 -0.06
H 0.50 0.03 -0.05
H 0.48 0.10 0.20
H -0.28 0.40 0.00
H -0.74 0.12 0.50
H 0.27 -0.06 0.45
H 0.19 -0.40 0.38
H 0.20 -0.58 0.04
H -0.01 -0.26 -0.54
H -0.17 0.48 -0.19
H 0.27 -0.53 -0.10
C 0.06 0.02 0.07
C -0.11 -0.11 -0.02
C -0.03 -0.07 -0.03
N -0.03 0.12 -0.01
C 0.05 -0.11 0.13
H -0.06 0.02 0.00
H 0.01 0.00 0.03
H -0.01 0.04 0.01
H 0.06 -0.05 -0.07
H 0.02 0.04 -0.03
C 0.01 0.04 0.00
C 0.04 -0.05 0.07
C 0.03 -0.04 -0.08
N 0.00 -0.03 0.10
C -0.05 0.04 -0.11
H 0.00 0.01 -0.07
H -0.01 -0.03 -0.04
H -0.03 0.02 0.04
H 0.01 0.12 0.00
H 0.06 0.00 0.03
C 0.03 0.06 0.04
C 0.02 -0.08 0.01
C 0.06 -0.05 -0.03
N -0.06 -0.02 0.07
C 0.06 0.07 -0.01
H 0.02 -0.01 -0.01
H 0.03 0.02 0.00
H -0.04 0.02 -0.01
H -0.05 0.02 -0.02
H -0.03 -0.02 0.00
C -0.05 0.05 -0.04
C 0.02 -0.05 0.01
C -0.05 -0.11 0.07
N -0.01 0.00 -0.02
C -0.03 0.00 0.03
H -0.02 -0.02 0.00
H -0.03 0.00 -0.01
H 0.06 0.01 0.00
H 0.02 0.09 -0.07
H 0.05 0.00 0.02
C 0.00 -0.01 -0.07
C 0.04 0.04 0.05
C 0.06 -0.01 0.02
N -0.07 0.04 0.01
C 0.03 -0.05 -0.06
H 0.03 0.01 0.00
H 0.02 0.00 -0.02
H -0.04 -0.01 0.00
H -0.03 0.00 0.02
H -0.01 -0.01 0.04
C 0.02 0.01 0.07
C -0.04 -0.04 -0.05
C -0.02 -0.08 -0.02
N 0.03 0.03 -0.03
C 0.02 -0.05 0.07
H -0.03 -0.02 0.01
H -0.01 -0.01 0.03
H 0.03 0.03 0.00
H -0.03 0.07 -0.02
H 0.01 0.02 -0.03

SMILES   CC(C)CC1=C(S)C(=O)C(c2ccccc2)=CC1=O.c1cc[nH]c1.c1cc[nH]c1.c1cc[nH]c1.c1cc[nH]c1.c1cc[nH]c1.c1cc[nH]c1
E_LUMO   -0.0397 Eh
Charge   0
Molecular weight   674.91 u